{
  "formula": "C5H9NO",
  "method": "ωB97M-V/def2-TZVPD",
  "homo_ev": [-7.327, -8.452],
  "gap_ev": [7.89, 9.04],
  "relative_energy_kj_mol": 763.5,
  "total_energy_ev": -8861.29968,
  "species": ["C", "C", "C", "C", "C", "N", "O", "H", "H", "H", "H", "H", "H", "H", "H", "H"],
  "positions_angstrom": [[1.75311, 0.32458, -0.08479], [1.53186, 1.37593, 0.64648], [1.51049, -0.99579, -0.41928], [0.11028, -1.59844, 0.37855], [-2.23882, 1.01118, -0.35430], [-1.21556, 0.28415, 0.35999], [-1.03305, -1.01590, -0.11878], [0.73333, 1.47205, 1.31111], [2.17582, 2.19644, 0.44114], [1.37880, -1.24492, -1.55644], [2.23289, -1.59701, -0.11851], [0.01611, -2.58957, -0.10629], [0.38863, -1.42941, 1.47404], [-2.82288, 0.53725, -1.12161], [-2.90057, 1.55690, 0.19030], [-1.62044, 1.71257, -0.92160]],
  "nbo_charge": [0.1383, -0.5209, -0.5285, -0.0628, -0.4934, -0.0697, -0.3658, 0.2184, 0.2088, 0.2225, 0.2203, 0.2042, 0.2013, 0.2020, 0.2098, 0.2155]
}